[1]
Below is 10 unconnected molecules or ions with the total composition C12H38BF9N5O13P2S, with properties calculated with ωB97M-V with the def2-TZVPD basis set.

```
81
Properties=species:S:1:pos:R:3:lowdin_charge:R:1
C -5.36551 2.38747 4.70221 -0.09
O -5.30142 1.09952 3.99516 -0.06
B -3.90561 0.62841 3.81380 -0.42
O -3.06461 0.42737 5.02140 0.05
C -3.38733 0.29983 2.29556 -0.14
C -3.15608 -1.35916 2.29752 -0.36
P -3.50456 -2.19832 0.62553 0.31
S -5.10427 -3.30510 0.66096 0.16
C -1.71741 -1.80148 3.01046 -0.17
N -0.78573 -0.62120 3.02387 0.06
C -1.08728 0.04947 1.66955 -0.14
N -0.47843 -0.31577 0.49104 -0.14
C 0.60610 -1.38890 0.40634 -0.16
C 1.77812 -1.11232 -0.70014 -0.11
C 1.53835 -1.90929 -2.15130 -0.29
N 2.72212 -1.83789 -3.13895 0.08
O 0.40817 -2.53211 -2.49111 -0.04
P -0.90363 0.34871 -1.14476 1.01
N 0.21636 1.72903 -1.55697 -0.15
O -2.47952 1.06773 -1.20331 -0.32
N -2.21316 1.00975 1.75755 0.03
C -2.00821 2.42291 1.93042 -0.16
F -1.17940 2.94567 0.77719 0.00
F -3.31674 3.15766 1.71933 0.05
C -1.35246 3.05283 3.27135 -0.08
F -0.73036 2.10867 4.22287 0.06
F -2.49287 3.68713 4.03902 0.03
C -0.27350 4.27709 3.06286 -0.05
F -0.82106 5.43269 2.26027 0.05
F -0.09644 4.86530 4.44669 0.01
C 1.22939 3.81044 2.60459 -0.13
F 1.56799 4.64618 1.39210 0.03
F 2.29754 4.05471 3.60011 0.08
F 1.34919 2.40170 2.16745 0.03
H -4.44922 2.60464 5.41062 0.11
H -6.32275 2.33692 5.40558 0.12
H -5.51490 3.29172 3.95558 0.12
H -3.05220 -0.55880 5.28700 0.14
H -4.31477 0.50937 1.57301 0.18
H -3.99240 -1.76288 3.04857 0.14
H -2.34615 -2.94133 0.12725 -0.01
H -3.75388 -1.13734 -0.35873 -0.01
H -1.29128 -2.69205 2.38233 0.11
H -1.96326 -2.21948 4.10121 0.15
H 0.20639 -0.83153 3.16232 0.12
H 0.02733 -2.38251 0.08382 0.14
H 1.13854 -1.64014 1.40761 0.14
H 2.07517 0.01575 -0.84691 0.11
H 2.76439 -1.62874 -0.26422 0.15
H 2.61758 -0.91401 -3.65459 0.12
H 3.55388 -1.72584 -2.49873 0.06
H 0.99865 1.38359 -2.17256 0.04
H 0.71694 2.00687 -0.66163 0.04
H -2.35096 1.93427 -1.72224 0.10
O 4.24040 -3.14667 -5.53535 -0.06
H 3.62936 -2.74866 -4.89727 0.00
H 4.81673 -2.41283 -5.79670 0.02
O -0.12557 -3.77297 -5.54365 -0.05
H -0.00672 -3.62167 -4.59396 0.02
H 0.45487 -4.52485 -5.73537 0.06
O -1.85694 7.24131 4.92825 -0.06
H -2.54728 7.08981 4.26537 0.04
H -1.19800 6.55598 4.74085 -0.01
O 5.81495 -1.02751 -2.39969 -0.07
H 5.79269 -1.75364 -3.04092 0.02
H 6.75712 -0.81631 -2.31781 0.05
O 4.37892 -0.24035 -6.07697 -0.06
H 4.60230 0.69439 -6.20062 0.05
H 3.56128 -0.35474 -6.58428 0.05
O 7.23037 -3.53420 -4.70171 -0.07
H 6.54002 -3.68570 -5.36459 0.01
H 7.88931 -4.21952 -4.88911 0.05
O -2.49619 -3.88201 -7.17366 -0.08
H -1.86501 -3.67499 -6.46819 -0.02
H -3.16084 -3.18007 -7.10652 0.03
O 1.22630 3.37854 6.88728 -0.06
H 1.44968 4.31329 6.76363 0.04
H 0.40866 3.26415 6.37997 0.01
O 3.40485 -5.78642 -7.07748 -0.07
H 3.51227 -4.92346 -6.65006 -0.01
H 3.81168 -6.40806 -6.45535 0.04
```

- Total charge: +1


[2]
Below is a molecular structure, C12H38N3O8Pb, with properties calculated with ωB97M-V with the def2-TZVPD basis set.

```
62
Properties=species:S:1:pos:R:3:lowdin_charge:R:1
Pb 0.06356 0.63564 0.46432 1.37
O 1.21583 2.80141 1.42858 -0.54
H 2.01208 3.22047 1.06217 -0.17
O -1.26030 1.55632 2.45101 -0.53
H -1.90271 1.38503 3.15023 -0.16
O 1.45368 -0.03859 2.62884 -0.57
H 2.27839 -0.55125 2.56344 -0.20
O -1.39147 2.76497 -0.40781 -0.62
H -2.20037 2.23534 -0.46280 -0.20
O -1.20081 -1.26878 1.68750 -0.51
H -1.02441 -2.20688 1.51083 -0.13
C -4.30480 -1.76819 -0.56603 -0.08
C -4.52148 -0.64151 0.42376 -0.44
C -4.94608 -1.22146 1.76749 -0.26
O -5.27574 -0.22285 2.67760 -0.16
C -5.54838 -0.71129 3.94091 -0.16
N -3.29038 0.14861 0.50762 0.03
H -4.55130 -1.43234 -1.57746 0.07
H -4.92628 -2.62941 -0.29120 0.06
H -3.25513 -2.06045 -0.57804 0.06
H -5.30516 0.07544 0.14111 0.13
H -4.26721 -1.99820 2.14838 0.13
H -5.83426 -1.88370 1.53238 0.10
H -6.18169 0.01344 4.46675 0.08
H -4.66667 -0.92902 4.55364 0.09
H -6.15326 -1.63903 3.89591 0.07
H -2.50191 -0.47118 0.80770 -0.01
H -3.37515 0.83972 1.25301 0.06
C 0.25838 -0.87179 -3.59937 -0.08
C -0.68127 -1.31653 -2.48839 -0.43
C 0.04056 -2.23500 -1.49794 -0.26
O 1.05585 -1.60551 -0.79064 -0.32
C 1.81720 -2.46682 0.00039 -0.12
N -1.20233 -0.10179 -1.81562 -0.03
H -0.22558 -0.40714 -4.45489 0.06
H 0.84536 -1.74202 -3.94224 0.06
H 1.02974 -0.23665 -3.15461 0.07
H -1.50456 -1.91360 -2.92772 0.12
H 0.44593 -3.09998 -2.07068 0.11
H -0.66392 -2.71748 -0.80116 0.11
H 2.24981 -3.28145 -0.62484 0.07
H 1.21459 -2.92775 0.78639 0.09
H 2.64378 -1.87262 0.37983 0.08
H -1.97714 -0.42713 -1.23260 0.02
H -1.68650 0.53523 -2.44810 0.07
C 4.20758 0.18773 -1.95222 -0.08
C 3.87309 1.06434 -0.74331 -0.42
C 4.98537 2.09081 -0.55483 -0.25
O 4.73765 2.92864 0.53565 -0.16
C 5.80849 3.74457 0.82796 -0.16
N 2.55229 1.67833 -0.97122 0.03
H 4.48834 0.78620 -2.82571 0.06
H 3.29311 -0.35784 -2.20100 0.06
H 4.96644 -0.57574 -1.74662 0.06
H 3.80497 0.47210 0.17397 0.14
H 5.14377 2.67284 -1.48120 0.12
H 5.93029 1.53229 -0.36892 0.12
H 6.57490 3.23063 1.43839 0.08
H 5.50160 4.60793 1.42395 0.08
H 6.29711 4.12493 -0.08396 0.07
H 2.38297 2.27194 -0.14325 0.01
H 2.65350 2.22610 -1.82532 0.07
```

- Total charge: -3


[3]
Below is 7 unconnected molecules or ions with the total composition C12H38O7, with properties calculated with ωB97M-V with the def2-TZVPD basis set.

```
57
Properties=species:S:1:pos:R:3:lowdin_charge:R:1
C -3.59792 -4.04700 0.51448 -0.06
C -3.52000 -2.53056 0.49019 -0.48
C -3.64527 -1.94635 1.87808 -0.06
O -2.21981 -2.18949 -0.04617 -0.08
H -4.52064 -4.32327 1.03247 0.08
H -2.79523 -4.46437 1.12620 0.08
H -3.54313 -4.49046 -0.47556 0.08
H -4.24214 -2.14048 -0.23345 0.13
H -3.26916 -0.92384 1.95462 0.07
H -2.99747 -2.48690 2.57728 0.08
H -4.65628 -2.01787 2.28578 0.08
H -2.16498 -1.22327 -0.06808 0.03
C 0.18362 -0.23641 -3.84730 -0.03
C 0.14538 0.79806 -4.98017 -0.44
C -1.22859 0.84829 -5.62934 -0.06
O 0.43079 2.09363 -4.39869 -0.08
H 0.86019 -1.06127 -4.07726 0.08
H -0.79360 -0.71060 -3.73075 0.08
H 0.47507 0.16593 -2.88119 0.06
H 0.90634 0.53629 -5.71823 0.13
H -1.50283 -0.15338 -5.96419 0.09
H -1.24401 1.52518 -6.48688 0.08
H -1.96788 1.18501 -4.90277 0.09
H 0.34324 2.74943 -5.10015 0.10
C 1.27503 2.64655 3.06272 -0.05
C 2.35767 3.62314 2.60792 -0.49
C 2.92279 3.31470 1.22365 -0.05
O 1.75595 4.91209 2.61658 -0.06
H 1.62081 1.61011 3.07440 0.07
H 0.45879 2.70230 2.34481 0.08
H 1.06323 2.85261 4.11111 0.08
H 3.19909 3.59520 3.31594 0.14
H 3.23628 2.26876 1.18779 0.08
H 3.78958 3.94164 1.00187 0.08
H 2.17465 3.50954 0.45626 0.06
H 2.41282 5.59778 2.47120 0.09
C 0.86281 -1.77748 3.17909 -0.06
C 1.93771 -2.46267 2.32347 -0.48
C 1.28133 -3.27278 1.22154 -0.06
O 2.83221 -1.51693 1.74203 -0.07
H 0.58960 -2.37061 4.04966 0.07
H 0.01725 -1.42855 2.58226 0.06
H 1.26836 -0.82994 3.55948 0.07
H 2.55053 -3.08767 2.97564 0.13
H 2.02547 -3.72951 0.56829 0.08
H 0.63717 -2.61141 0.63774 0.06
H 0.60071 -4.04678 1.59022 0.08
H 2.30264 -0.89342 1.21376 0.04
O 1.43089 2.19526 -1.79011 -0.07
H 1.24362 2.26879 -2.75529 0.02
H 1.17753 3.04755 -1.41911 0.04
O 1.08693 0.34356 0.36423 -0.07
H 1.63970 0.81026 -0.28051 0.02
H 0.17943 0.60305 0.13304 0.00
O -1.72997 0.70368 -0.34239 -0.04
H -1.84742 1.47805 -0.90931 0.07
H -1.78892 1.04678 0.56310 0.07
```

- Energy above the lowest of the compared OMol25 structures with the same formula, charge and spin: 0.385 eV
- SMILES: CC(C)O.CC(C)O.CC(C)O.CC(C)O.O.O.O
- Total charge: 0


[4]
Below is 8 unconnected molecules or ions with the total composition C12H39BNO9, with properties calculated with ωB97M-V with the def2-TZVPD basis set.

```
62
Properties=species:S:1:pos:R:3:lowdin_charge:R:1
C 1.28515 3.55569 0.00021 -0.05
C 0.86502 2.08020 0.19892 -0.38
C 1.51762 0.86821 -0.52953 -0.04
N -0.12056 1.85061 1.02133 0.09
C -1.34005 1.38237 0.24465 -0.35
C -1.54427 1.92634 -1.22738 -0.17
O -2.92667 1.56583 -1.40604 -0.15
B -3.51722 1.97679 -0.10511 -0.66
O -2.40435 2.05223 0.90211 -0.11
H 2.15244 3.70864 -0.67226 0.06
H 0.39281 4.12210 -0.32568 0.07
H 1.55388 3.95013 1.00743 0.08
H 1.50147 0.01680 0.17798 0.05
H 2.57761 1.01274 -0.81852 0.07
H 0.89782 0.54790 -1.39665 0.07
H -1.40362 0.26183 0.26719 0.14
H -0.90352 1.49666 -2.04288 0.10
H -1.53988 3.03993 -1.19546 0.12
H -4.23554 1.09029 0.34252 0.05
H -4.01160 3.09200 -0.06999 0.05
C -0.24252 1.35743 -5.28798 -0.15
O 0.36102 1.57949 -4.01685 -0.14
H -1.23469 0.94105 -5.13240 0.06
H -0.32975 2.30300 -5.83161 0.08
H 0.35775 0.65002 -5.86830 0.07
H 1.23288 1.94725 -4.17410 0.07
C 3.31744 -2.77135 1.82091 -0.17
O 2.85233 -1.48177 1.45615 -0.13
H 3.16989 -3.44608 0.97918 0.08
H 4.38296 -2.72569 2.06645 0.08
H 2.75146 -3.13802 2.68129 0.07
H 2.99134 -0.90456 2.21391 0.07
C -3.10163 -1.92175 -5.70311 -0.15
O -2.88973 -0.60164 -6.19009 -0.13
H -2.19943 -2.24825 -5.19003 0.08
H -3.93764 -1.93367 -4.99965 0.08
H -3.30841 -2.60202 -6.53491 0.07
H -3.69300 -0.32841 -6.63758 0.07
C -3.58142 4.04441 -3.44835 -0.16
O -4.75222 3.40483 -3.93941 -0.14
H -3.51321 5.03924 -3.89121 0.07
H -3.63842 4.13358 -2.36123 0.07
H -2.69815 3.46356 -3.72599 0.07
H -4.78023 2.53475 -3.52856 0.07
C 4.11492 -2.51161 5.36664 -0.15
O 3.64588 -1.21895 4.99060 -0.12
H 3.96943 -3.19047 4.53111 0.06
H 5.17824 -2.46515 5.61195 0.06
H 3.54981 -2.87598 6.22902 0.08
H 3.78116 -0.63339 5.73756 0.07
C -6.49409 -1.14286 1.75897 -0.18
O -5.42427 -2.07355 1.67180 -0.14
H -7.34893 -1.63595 2.22227 0.07
H -6.19334 -0.28957 2.37095 0.08
H -6.77158 -0.80262 0.75855 0.07
H -4.68520 -1.61210 1.26057 0.07
C 7.98225 -4.14631 6.45747 -0.16
O 6.79555 -4.69953 5.90012 -0.13
H 8.07629 -3.11760 6.11525 0.08
H 7.92697 -4.15743 7.54947 0.08
H 8.85521 -4.71532 6.12667 0.07
H 6.72853 -5.60432 6.21164 0.07
```

- Total charge: -1


[5]
Below is 6 unconnected molecules or ions with the total composition C12H39N2O9, with properties calculated with ωB97M-V with the def2-TZVPD basis set.

```
62
Properties=species:S:1:pos:R:3:lowdin_charge:R:1
N -0.01541 0.09984 -0.21798 0.36
H -0.91292 0.39800 -0.57249 0.15
H -0.04747 0.07112 0.79111 0.16
H 0.54716 0.86474 -0.56224 0.16
H -0.00507 -0.81797 -0.63942 0.16
C -0.56381 6.43210 -3.92798 -0.08
C -0.07421 5.32295 -3.07556 -0.44
C 1.39464 5.45859 -2.57163 -0.17
O 2.04334 4.28310 -2.12787 -0.22
C 3.39420 4.27929 -1.97632 -0.15
N -1.00786 4.80011 -2.07886 0.03
H 0.02379 6.59779 -4.83095 0.08
H -0.52080 7.36290 -3.36242 0.08
H -1.57773 6.35039 -4.31964 0.08
H 0.01850 4.49295 -3.77599 0.13
H 1.54440 6.19452 -1.78165 0.13
H 1.99859 5.72524 -3.43897 0.12
H 3.65315 3.38493 -1.40959 0.09
H 3.78794 5.10333 -1.38133 0.09
H 3.81456 4.41123 -2.97332 0.09
H -1.92488 4.55260 -2.42222 0.06
H -1.16932 5.43026 -1.30624 0.07
C 3.40293 -5.06694 -5.42392 -0.20
C 3.54821 -3.61458 -5.80754 -0.27
O 3.05095 -3.42704 -7.09951 -0.07
O 2.16201 -5.66840 -5.91037 -0.09
H 3.61886 -5.29041 -4.37916 0.11
H 4.11717 -5.74467 -5.89153 0.12
H 4.58968 -3.29618 -5.85299 0.11
H 3.22162 -2.75976 -5.21532 0.11
H 2.19368 -2.99566 -7.12393 0.09
H 2.14704 -5.71030 -6.86934 0.08
C -3.47102 -4.44040 -0.68275 -0.25
C -4.49942 -3.58548 -1.47688 -0.29
O -4.21168 -2.30538 -1.19806 -0.05
O -2.22666 -4.35881 -1.28598 -0.08
H -3.66486 -5.49270 -0.47491 0.12
H -3.30225 -3.96334 0.28266 0.11
H -5.50312 -3.84662 -1.14148 0.12
H -4.44537 -3.80437 -2.54329 0.12
H -5.04040 -1.82356 -1.14641 0.10
H -2.12787 -5.03619 -1.95903 0.09
C -3.81524 1.45548 6.80850 -0.30
C -4.72334 2.56187 6.33295 -0.24
O -4.21628 3.89444 6.37567 -0.08
O -2.55410 1.35046 6.28902 -0.04
H -4.46306 0.61092 6.57366 0.13
H -3.63317 1.52645 7.88084 0.12
H -5.66388 2.80099 6.82924 0.13
H -4.86996 2.30926 5.28281 0.12
H -3.70795 4.00388 7.18266 0.08
H -2.03386 2.14389 6.43540 0.09
C 3.18300 -3.53572 6.11626 -0.24
C 3.43314 -3.29021 4.64660 -0.22
O 3.37085 -1.87342 4.23953 -0.10
O 1.78483 -3.61416 6.31565 -0.07
H 3.57002 -2.68855 6.68248 0.12
H 3.53507 -4.50914 6.45772 0.13
H 2.78388 -3.79706 3.93268 0.12
H 4.42518 -3.59604 4.31429 0.11
H 4.23318 -1.52387 4.47573 0.07
H 1.40139 -2.79669 5.98956 0.08
```

- Energy above the lowest of the compared OMol25 structures with the same formula, charge and spin: 4.711 eV
- Total charge: +1


[6]
Below is a molecular structure, C12H40BNaO12, with properties calculated with ωB97M-V with the def2-TZVPD basis set.

```
66
Properties=species:S:1:pos:R:3:lowdin_charge:R:1
Na 2.52994 3.38717 0.60842 0.73
B 0.96878 1.45832 0.04226 -0.36
H 0.75028 2.20331 -0.90491 0.03
H 0.97156 2.07541 1.06324 -0.02
H 0.12100 0.60089 0.08947 0.04
H 2.07369 0.94561 -0.11188 0.03
C -2.49847 2.67986 3.47084 -0.22
C -1.30216 2.26375 2.68428 -0.27
O -0.35218 1.54311 3.45625 -0.06
O -2.14571 3.56693 4.54681 -0.07
H -3.02594 1.84320 3.93636 0.13
H -3.17837 3.26609 2.85590 0.12
H -0.79804 3.15821 2.28738 0.11
H -1.64090 1.66441 1.82756 0.11
H 0.28822 1.18673 2.83185 0.05
H -1.76213 3.04667 5.25800 0.08
C -2.51028 -1.66679 -2.84211 -0.25
C -2.03058 -2.80381 -1.99453 -0.22
O -1.18945 -2.32017 -0.94160 -0.11
O -3.26538 -0.75481 -2.06378 -0.07
H -3.15181 -2.02670 -3.65205 0.12
H -1.64812 -1.13279 -3.25877 0.11
H -1.44387 -3.50977 -2.60614 0.12
H -2.83604 -3.36727 -1.52595 0.12
H -0.46626 -1.79022 -1.34568 0.05
H -2.66237 -0.02812 -1.81810 0.03
C 3.88186 -0.96007 1.39783 -0.28
C 4.95755 -0.90801 0.33892 -0.22
O 4.98790 -2.19308 -0.33703 -0.07
O 4.30294 -1.73211 2.49664 -0.04
H 2.90199 -1.16688 0.95405 0.10
H 3.71765 0.05619 1.79540 0.11
H 5.92923 -0.67407 0.77030 0.12
H 4.67846 -0.17979 -0.43413 0.11
H 4.81326 -2.05594 -1.26875 0.07
H 4.10193 -2.65321 2.28987 0.09
C 1.57558 -0.59035 -3.04042 -0.19
C 1.29971 0.62024 -3.87220 -0.23
O 1.69353 1.83860 -3.24789 -0.08
O 0.65858 -0.67355 -1.93950 -0.12
H 2.57908 -0.62286 -2.60097 0.12
H 1.42418 -1.50857 -3.60898 0.13
H 0.22872 0.63158 -4.11181 0.12
H 1.84222 0.57263 -4.81919 0.12
H 1.43649 1.78575 -2.31446 0.00
H 0.82226 0.03238 -1.27386 -0.01
C 0.27780 -3.56647 1.99652 -0.24
C -0.04474 -2.09217 2.11858 -0.29
O -1.37968 -1.78288 1.87761 -0.05
O -0.39352 -4.34671 2.97690 -0.06
H 1.36206 -3.73341 2.05874 0.11
H -0.05001 -3.93928 1.02243 0.11
H 0.62171 -1.55325 1.41969 0.10
H 0.23877 -1.77326 3.12782 0.12
H -1.60077 -2.09007 0.98230 0.07
H -0.60974 -3.76335 3.71101 0.08
C -1.93218 2.60074 -1.11134 -0.22
C -3.41167 2.73052 -1.33713 -0.25
O -4.20353 2.29883 -0.24648 -0.05
O -1.57639 1.21350 -1.13980 -0.12
H -1.75230 3.01101 -0.10759 0.12
H -1.40495 3.13641 -1.90552 0.13
H -3.68182 2.10200 -2.20637 0.12
H -3.67758 3.73722 -1.65797 0.12
H -3.74279 1.56090 0.17126 0.08
H -0.66715 1.14161 -0.81761 -0.05
```

- Energy above the lowest of the compared OMol25 structures with the same formula, charge and spin: 0.898 eV
- Total charge: 0


For each record above, in turn, the calculated E_LUMO values are -5.5; 6.4; 0.1; 1.8; -3.9; -2.0 eV.
For each record above, in turn, the calculated F_max values are 8.418; 5.480; 1.393; 3.604; 3.930; 1.685 eV/A.